(1)
Density functional theory data (wB97M-V/def2-TZVPD) for the molecule C3H5ClN2S.

Calculated values
* LUMO: -0.923 eV
* molar mass: 136.61 g mol⁻¹
* net charge: 0
* Kohn-Sham gap: 8.1 eV
* spin multiplicity: 1
* energy relative to the best compared isomer or geometry (same formula, charge and spin): 288.4 kJ/mol

Last column: natural (NBO) charge in e.
Element x y z (Å)
C: -0.17 -1.31 -0.72  0.061
C: 1.17 -0.26 0.79  -0.401
C: -0.70 0.08 -0.90  -0.255
N: 0.77 -1.34 0.13  -0.359
N: -1.20 1.16 1.47  -1.145
S: -0.06 1.19 0.43  1.025
Cl: 0.41 0.73 -2.61  -0.223
H: -0.59 -2.11 -1.31  0.216
H: 1.38 -0.52 1.89  0.259
H: 2.15 0.14 0.24  0.244
H: -1.69 0.14 -1.06  0.214
H: -1.46 2.12 1.64  0.364

(2)
Density functional theory data (wB97M-V/def2-TZVPD) for the molecule C20H18N2O2S.

Calculated values
* LUMO: 0.306 eV
* molar mass: 350.44 g mol⁻¹
* net charge: 0
* Kohn-Sham gap: 8.3 eV
* spin multiplicity: 1
* energy relative to the best compared isomer or geometry (same formula, charge and spin): 0.0 kJ/mol

Last column: natural (NBO) charge in e.
Element x y z (Å)
C: -6.48 -1.51 -0.26  -0.629
C: -5.12 -0.89 -0.16  0.013
C: -4.00 -1.69 0.08  -0.254
C: -2.76 -1.11 0.17  -0.214
C: -2.56 0.26 0.01  0.097
N: -1.22 0.69 0.15  -0.605
C: -0.57 1.85 -0.09  0.667
O: -1.10 2.88 -0.51  -0.637
C: 0.89 1.77 0.16  -0.077
C: 1.42 1.06 1.24  -0.224
C: 2.79 0.96 1.40  -0.207
C: 3.65 1.55 0.48  -0.022
C: 5.11 1.27 0.55  -0.518
S: 5.56 -0.02 -0.71  0.206
C: 4.07 -1.01 -0.56  0.065
C: 4.00 -2.02 0.39  -0.252
C: 2.80 -2.70 0.51  -0.169
C: 1.74 -2.36 -0.33  -0.263
C: 1.94 -1.35 -1.26  0.040
N: 3.08 -0.69 -1.37  -0.426
C: 3.12 2.29 -0.57  -0.175
C: 1.76 2.41 -0.72  -0.183
C: -3.67 1.07 -0.24  0.305
O: -3.65 2.40 -0.39  -0.684
C: -4.93 0.47 -0.32  -0.262
H: -6.54 -2.14 -1.15  0.219
H: -7.25 -0.74 -0.33  0.216
H: -6.68 -2.13 0.61  0.217
H: -4.11 -2.75 0.21  0.210
H: -1.89 -1.74 0.36  0.193
H: -0.61 -0.08 0.42  0.403
H: 0.77 0.61 1.97  0.217
H: 3.19 0.41 2.23  0.215
H: 5.41 0.90 1.52  0.220
H: 5.72 2.13 0.27  0.238
H: 4.85 -2.24 1.01  0.232
H: 2.69 -3.49 1.24  0.221
H: 0.80 -2.87 -0.26  0.220
H: 1.16 -1.04 -1.94  0.201
H: 3.79 2.75 -1.29  0.221
H: 1.34 2.98 -1.54  0.234
H: -2.72 2.74 -0.45  0.507
H: -5.77 1.12 -0.50  0.221

(3)
Density functional theory data (wB97M-V/def2-TZVPD) for a structure of composition C35H50B3Cl69NO6P.

Calculated values
* LUMO: 0.006 eV
* molar mass: 3090.45 g mol⁻¹
* net charge: 0
* Kohn-Sham gap: 7.6 eV
* spin multiplicity: 1

Last column: Mulliken charge in e.
Element x y z (Å)
C: 6.02 -6.47 0.30  -0.480
C: 6.58 -5.58 -0.81  -0.345
O: 5.63 -5.49 -1.85  -0.506
C: 5.51 -4.18 -2.39  0.243
C: 4.53 -3.39 -1.54  0.432
C: 3.85 -2.21 -2.26  -1.100
C: 2.35 -2.40 -2.50  0.398
C: 1.48 -1.70 -1.43  2.054
B: 0.84 -2.67 -0.38  0.249
O: 0.72 -4.04 -0.55  -0.501
B: 0.53 -4.75 0.61  -0.291
C: 0.16 -6.28 0.44  -0.342
O: -0.36 -6.83 1.66  -0.102
N: -0.14 -8.23 1.73  0.160
O: -0.61 -8.82 0.85  -0.239
O: 0.69 -4.24 1.87  0.395
B: 1.06 -2.89 1.80  -0.775
P: 2.44 -1.94 2.76  0.431
C: 4.02 -2.66 2.12  0.861
C: 4.76 -3.61 3.07  -1.346
C: 2.32 -2.17 4.60  -0.702
C: 3.36 -1.24 5.27  -0.915
O: 0.40 -2.16 0.84  0.295
H: 6.24 -6.09 1.29  0.244
H: 6.32 -7.50 0.22  0.031
H: 4.94 -6.44 0.20  0.072
H: 6.76 -4.59 -0.40  0.305
H: 7.51 -6.03 -1.17  0.409
H: 5.19 -4.28 -3.41  -0.857
H: 6.50 -3.73 -2.41  0.498
H: 3.81 -4.09 -1.14  0.042
H: 5.09 -3.00 -0.70  0.071
H: 4.07 -1.31 -1.69  0.173
H: 4.35 -2.07 -3.21  0.633
H: 2.12 -1.99 -3.47  -0.073
H: 2.15 -3.46 -2.45  0.032
H: 2.13 -1.04 -0.87  -0.333
H: 0.71 -1.06 -1.85  -1.662
H: -0.55 -6.34 -0.38  0.424
H: 1.06 -6.83 0.18  -0.033
H: 4.69 -1.90 1.75  0.634
H: 3.76 -3.25 1.25  -0.714
H: 4.32 -4.60 3.01  0.294
H: 4.70 -3.26 4.09  0.224
H: 5.78 -3.73 2.75  0.391
H: 1.34 -1.79 4.86  0.547
H: 2.43 -3.19 4.94  0.384
H: 2.89 -0.61 6.00  0.243
H: 3.74 -0.57 4.51  0.015
H: 4.20 -1.78 5.66  0.346
C: -0.67 1.72 -2.71  0.021
Cl: 1.03 1.48 -3.06  -0.021
Cl: -1.55 2.36 -4.09  -0.051
Cl: -1.41 0.20 -2.15  0.184
H: -0.74 2.44 -1.91  -0.100
C: 0.99 -6.09 -4.85  -0.368
Cl: 0.02 -5.27 -3.62  0.003
Cl: 0.06 -6.35 -6.33  -0.112
Cl: 2.46 -5.18 -5.16  0.032
H: 1.27 -7.06 -4.46  0.414
C: -5.60 1.40 -3.32  0.053
Cl: -7.22 0.92 -2.79  -0.095
Cl: -5.58 1.70 -5.06  -0.059
Cl: -5.07 2.83 -2.44  -0.041
H: -4.92 0.59 -3.11  0.171
C: -4.65 -3.45 -0.79  -0.262
Cl: -3.36 -2.30 -1.19  0.001
Cl: -5.10 -4.39 -2.20  -0.064
Cl: -4.15 -4.49 0.54  -0.100
H: -5.51 -2.88 -0.47  0.359
C: 3.04 2.00 0.89  -0.370
Cl: 3.66 1.07 2.25  -0.035
Cl: 3.96 1.66 -0.58  -0.131
Cl: 1.32 1.67 0.66  -0.071
H: 3.15 3.06 1.12  0.514
C: -0.23 -1.33 -6.32  -0.355
Cl: 0.11 -2.75 -5.34  0.073
Cl: -1.71 -0.57 -5.74  -0.025
Cl: 1.12 -0.19 -6.29  -0.116
H: -0.38 -1.64 -7.35  0.406
C: 5.59 -3.46 -7.48  -0.020
Cl: 7.18 -2.93 -8.03  -0.134
Cl: 5.65 -3.99 -5.80  -0.069
Cl: 4.39 -2.18 -7.69  -0.092
H: 5.29 -4.30 -8.09  0.302
C: -7.76 5.33 -2.57  0.618
Cl: -9.39 4.96 -1.99  -0.130
Cl: -7.78 5.67 -4.30  -0.017
Cl: -7.06 6.69 -1.68  -0.070
H: -7.14 4.46 -2.40  -0.425
C: -0.08 -5.24 6.18  -0.077
Cl: -1.74 -5.79 6.44  -0.146
Cl: 0.21 -4.93 4.46  0.072
Cl: 0.27 -3.82 7.17  -0.129
H: 0.59 -6.04 6.49  0.303
C: 4.18 -10.34 0.13  -0.087
Cl: 5.83 -9.93 -0.36  -0.127
Cl: 4.15 -10.99 1.77  -0.133
Cl: 3.11 -8.94 -0.01  -0.022
H: 3.82 -11.10 -0.54  0.329
C: -1.94 4.21 1.40  0.447
Cl: -0.60 5.32 1.10  -0.078
Cl: -2.42 3.40 -0.10  0.020
Cl: -1.52 3.07 2.68  -0.091
H: -2.79 4.79 1.73  -0.262
C: -5.78 7.88 1.51  0.511
Cl: -4.95 9.15 0.61  -0.116
Cl: -4.61 6.78 2.26  -0.178
Cl: -6.86 8.56 2.73  -0.135
H: -6.38 7.30 0.82  -0.122
C: -8.79 1.54 -7.15  0.037
Cl: -10.39 1.03 -6.62  -0.133
Cl: -8.77 1.82 -8.90  -0.133
Cl: -8.27 2.97 -6.28  0.029
H: -8.09 0.74 -6.93  0.188
C: -10.64 2.47 0.39  0.535
Cl: -10.55 1.01 -0.60  -0.120
Cl: -12.29 3.08 0.47  -0.126
Cl: -9.99 2.17 2.00  -0.130
H: -10.03 3.23 -0.08  -0.163
C: -9.63 9.94 -1.28  -0.018
Cl: -9.71 8.53 -2.34  -0.073
Cl: -11.22 10.69 -1.10  -0.129
Cl: -8.97 9.49 0.29  -0.060
H: -8.97 10.67 -1.74  0.294
C: -5.07 7.02 -7.36  0.050
Cl: -3.41 6.59 -7.78  -0.121
Cl: -5.81 7.98 -8.65  -0.127
Cl: -6.02 5.58 -7.03  -0.039
H: -5.04 7.63 -6.47  0.224
C: 4.38 1.35 8.63  -0.029
Cl: 6.12 1.08 8.49  -0.138
Cl: 3.75 2.12 7.18  -0.076
Cl: 3.54 -0.17 8.96  -0.072
H: 4.20 2.02 9.47  0.324
C: -5.39 -4.59 -6.38  -0.100
Cl: -4.90 -6.04 -5.50  -0.111
Cl: -6.91 -3.97 -5.73  -0.110
Cl: -4.12 -3.37 -6.32  -0.036
H: -5.56 -4.86 -7.41  0.351
C: 3.64 6.41 7.27  0.030
Cl: 5.00 7.53 7.10  -0.106
Cl: 3.35 5.55 5.76  -0.115
Cl: 3.94 5.28 8.59  -0.068
H: 2.76 6.99 7.51  0.247
C: 3.97 8.54 11.39  -0.020
Cl: 2.90 8.62 9.99  -0.099
Cl: 3.67 7.08 12.33  -0.115
Cl: 5.66 8.64 10.90  -0.107
H: 3.76 9.39 12.03  0.350
C: 5.18 -2.87 11.92  0.037
Cl: 5.93 -1.55 11.02  -0.067
Cl: 6.35 -3.61 13.02  -0.127
Cl: 3.77 -2.30 12.81  -0.125
H: 4.86 -3.62 11.21  0.281
C: 0.19 6.48 -4.18  -0.076
Cl: -1.04 6.66 -5.43  -0.072
Cl: 0.00 4.99 -3.24  0.056
Cl: 1.81 6.54 -4.89  -0.111
H: 0.09 7.32 -3.50  0.181
C: 2.52 8.84 -1.54  -0.053
Cl: 4.21 8.53 -1.93  -0.113
Cl: 1.74 9.78 -2.82  -0.109
Cl: 1.65 7.32 -1.29  -0.018
H: 2.47 9.41 -0.63  0.321

(4)
Density functional theory data (wB97M-V/def2-TZVPD) for a structure of composition C44H83BrFI2N5O9P.

Calculated values
* LUMO: -4.935 eV
* molar mass: 1209.86 g mol⁻¹
* net charge: +1
* Kohn-Sham gap: 5.6 eV
* spin multiplicity: 1

Last column: Mulliken charge in e.
Element x y z (Å)
C: 6.29 -6.13 1.89  -0.984
C: 4.99 -5.59 1.05  0.002
C: 4.44 -6.75 0.05  -0.695
C: 2.87 -6.91 0.37  -0.149
C: 2.25 -8.13 -0.49  -0.786
C: 0.64 -8.23 -0.39  -0.559
C: 0.13 -8.27 1.13  -0.784
C: -1.19 -7.35 1.38  -0.641
C: -0.86 -5.76 1.19  0.131
C: -1.79 -4.96 2.23  -0.593
C: -2.39 -3.60 1.60  0.297
C: -3.86 -3.73 1.08  0.087
C: -4.72 -5.08 1.10  -0.257
F: -3.99 -6.23 0.59  -0.313
C: -5.25 -5.33 2.62  -0.543
C: -5.30 -6.88 3.03  -0.892
C: -4.56 -2.49 0.49  -0.513
C: -6.10 -2.46 -0.04  1.065
O: -7.01 -2.29 0.80  -0.503
O: -6.45 -2.66 -1.41  -0.380
Br: -4.96 -3.33 -2.24  0.133
C: -3.70 -1.16 0.43  0.126
C: -4.49 0.06 -0.22  0.627
C: -5.37 1.04 0.64  -0.392
C: -6.19 2.22 0.05  -0.718
C: -6.22 2.49 -1.47  -0.337
C: -5.34 1.55 -2.37  -0.452
C: -4.52 0.36 -1.77  -0.339
C: -2.23 -1.11 0.98  0.268
C: -1.51 0.30 0.89  -1.047
I: -1.10 0.93 -1.19  0.196
C: -2.29 1.49 1.75  0.167
C: -1.35 1.99 2.99  -1.121
I: -2.55 3.27 0.49  0.006
N: -1.62 -2.35 1.51  0.600
P: 0.05 -2.21 2.03  0.825
O: 0.85 -1.69 0.81  -0.652
O: 0.87 -3.56 2.57  -0.496
O: 0.07 -1.07 3.33  -0.473
H: 6.48 -7.24 1.71  0.289
H: 6.03 -5.97 3.00  0.273
H: 7.22 -5.52 1.59  0.244
H: 4.15 -5.30 1.77  -0.122
H: 5.33 -4.67 0.46  0.373
H: 4.52 -6.41 -1.04  0.286
H: 4.99 -7.74 0.24  0.297
H: 2.27 -5.95 0.16  0.049
H: 2.79 -7.09 1.51  0.319
H: 2.67 -9.15 -0.18  0.294
H: 2.53 -7.90 -1.59  0.290
H: 0.09 -7.38 -0.95  0.252
H: 0.31 -9.21 -0.90  0.359
H: 0.93 -8.06 1.92  0.348
H: -0.23 -9.36 1.32  0.423
H: -1.53 -7.56 2.46  0.298
H: -1.98 -7.73 0.66  0.167
H: -1.20 -5.51 0.13  0.379
H: 0.26 -5.66 1.37  -0.055
H: -1.25 -4.68 3.22  0.502
H: -2.61 -5.70 2.56  -0.181
H: -5.67 -5.04 0.46  0.509
H: -6.22 -4.76 2.84  0.430
H: -4.45 -4.84 3.29  0.282
H: -5.92 -7.50 2.30  0.301
H: -5.74 -6.94 4.10  0.349
H: -4.23 -7.29 3.13  0.137
H: -5.42 0.88 1.78  0.359
H: -6.82 2.86 0.76  0.310
H: -6.84 3.35 -1.91  0.386
H: -5.36 1.79 -3.49  0.263
H: -3.94 -0.31 -2.49  0.442
H: -0.45 0.34 1.35  0.425
H: -3.25 1.12 2.24  0.201
H: -1.68 1.41 3.92  0.292
H: -0.23 1.93 2.76  0.189
H: -1.58 3.10 3.20  0.536
H: 1.82 -3.50 2.30  0.295
H: 0.27 -1.53 4.18  0.291
C: -6.03 5.38 -7.73  -1.379
C: -4.92 4.97 -6.77  0.332
C: -5.09 3.55 -6.20  -0.823
O: -6.09 3.43 -5.19  -0.185
C: -7.42 3.34 -5.68  -0.839
N: -4.83 5.97 -5.70  -0.722
H: -6.95 5.66 -7.22  0.287
H: -5.72 6.25 -8.32  0.352
H: -6.26 4.57 -8.44  0.347
H: -3.98 4.98 -7.33  0.397
H: -4.15 3.26 -5.72  0.312
H: -5.26 2.81 -7.00  0.471
H: -7.47 2.79 -6.62  0.360
H: -7.84 4.34 -5.79  0.262
H: -8.02 2.81 -4.93  0.270
H: -4.02 5.75 -5.12  0.264
H: -5.62 5.83 -5.08  0.316
C: 2.31 2.91 0.22  -1.160
C: 1.83 4.26 0.75  0.702
C: 2.13 5.44 -0.20  -0.871
O: 3.49 5.86 -0.20  -0.455
C: 4.35 5.06 -1.00  -0.630
N: 2.41 4.48 2.08  -0.456
H: 3.38 2.77 0.33  0.264
H: 1.83 2.10 0.77  0.071
H: 2.05 2.79 -0.84  0.308
H: 0.74 4.20 0.86  0.033
H: 1.56 6.31 0.15  0.379
H: 1.79 5.23 -1.22  0.448
H: 3.85 4.69 -1.90  0.283
H: 4.75 4.24 -0.41  0.210
H: 5.20 5.68 -1.31  0.320
H: 2.01 5.33 2.47  0.238
H: 3.39 4.72 1.95  0.301
C: 7.78 4.09 -3.91  -1.401
C: 7.12 2.72 -4.03  0.263
C: 7.19 2.12 -5.45  -0.670
O: 6.29 2.70 -6.38  -0.379
C: 6.72 3.94 -6.93  -0.630
N: 5.73 2.82 -3.56  -0.534
H: 7.17 4.90 -4.31  0.284
H: 7.96 4.34 -2.85  0.324
H: 8.75 4.11 -4.41  0.366
H: 7.66 2.04 -3.36  0.332
H: 6.91 1.07 -5.38  0.347
H: 8.22 2.14 -5.84  0.404
H: 7.80 3.97 -7.07  0.295
H: 6.39 4.76 -6.30  0.222
H: 6.24 4.06 -7.91  0.259
H: 5.32 1.89 -3.54  0.243
H: 5.20 3.31 -4.28  0.292
C: 1.69 3.55 5.43  -1.223
C: 1.98 4.94 5.98  0.631
C: 3.32 5.04 6.74  -0.843
O: 3.30 4.47 8.05  -0.411
C: 3.44 3.06 8.07  -0.619
N: 0.85 5.36 6.82  -0.739
H: 1.35 2.85 6.20  0.341
H: 0.90 3.60 4.67  0.085
H: 2.58 3.12 4.95  0.338
H: 2.04 5.62 5.12  0.248
H: 3.54 6.10 6.89  0.388
H: 4.15 4.63 6.15  0.416
H: 4.11 2.70 7.29  0.288
H: 2.47 2.58 8.00  0.210
H: 3.87 2.78 9.04  0.271
H: 1.00 6.33 7.10  0.288
H: 0.91 4.84 7.70  0.310

(5)
Density functional theory data (wB97M-V/def2-TZVPD) for a cluster of 2 separate species, C5H16N2O in total.

Calculated values
* LUMO: 0.852 eV
* molar mass: 120.20 g mol⁻¹
* net charge: 0
* Kohn-Sham gap: 9.1 eV
* spin multiplicity: 1
* energy relative to the best compared isomer or geometry (same formula, charge and spin): 134.5 kJ/mol

Last column: natural (NBO) charge in e.
Element x y z (Å)
C: 0.42 1.47 -2.35  -0.419
N: 1.06 1.14 -1.07  -0.615
C: 0.33 0.08 -0.35  -0.217
C: 0.93 -0.12 1.04  -0.058
C: 0.54 -1.54 1.49  -0.637
N: 0.59 1.00 1.92  -0.648
C: 0.52 0.78 3.36  -0.402
H: -0.56 1.94 -2.24  0.166
H: 0.41 0.59 -2.99  0.196
H: 1.10 2.12 -2.85  0.200
H: 1.05 1.96 -0.49  0.348
H: -0.74 0.35 -0.29  0.158
H: 0.44 -0.85 -0.88  0.196
H: 2.00 -0.13 0.94  0.185
H: 1.34 -2.27 1.40  0.217
H: -0.40 -1.89 1.07  0.205
H: 0.42 -1.60 2.59  0.208
H: -0.12 1.56 1.49  0.355
H: 1.28 0.06 3.58  0.195
H: 0.67 1.74 3.86  0.199
H: -0.44 0.37 3.68  0.167
O: -3.38 -1.91 -4.33  -0.931
H: -3.49 -2.62 -4.98  0.465
H: -3.95 -2.23 -3.61  0.465

(6)
Density functional theory data (wB97M-V/def2-TZVPD) for the ion C5H9IN3 with charge +1.

Calculated values
* LUMO: -5.010 eV
* molar mass: 238.05 g mol⁻¹
* net charge: +1
* Kohn-Sham gap: 8.0 eV
* spin multiplicity: 1
* energy relative to the best compared isomer or geometry (same formula, charge and spin): 272.8 kJ/mol

Last column: natural (NBO) charge in e.
Element x y z (Å)
C: 0.08 2.07 -1.01  -0.700
C: -1.00 1.05 -1.13  -0.083
C: -1.28 0.16 -0.12  -0.031
N: -0.64 0.21 1.07  -0.456
C: 0.27 -0.55 1.38  0.604
N: 0.94 -0.58 2.52  -0.760
N: 0.67 -1.55 0.30  -0.606
C: 0.51 -1.25 -0.94  0.042
I: -0.39 -2.63 -2.26  0.316
H: 0.88 1.99 -1.62  0.235
H: 0.47 2.30 0.03  0.244
H: -0.34 3.06 -1.26  0.268
H: -1.39 0.67 -2.12  0.239
H: -1.97 -0.61 -0.13  0.221
H: 0.47 -0.03 3.24  0.430
H: 1.43 -1.37 2.79  0.413
H: 0.08 -2.38 0.58  0.410
H: 1.19 -0.54 -1.33  0.213

Number 1: total energy -29526.238 eV. Number 2: total energy -38943.480 eV. Number 3: total energy -926248.043 eV. Number 4: total energy -171082.010 eV. Number 5: total energy -10471.128 eV. Number 6: total energy -17892.428 eV.